No. 1
Density functional theory data (the ωB97M-V functional and the def2-TZVPD basis) for a 2-piece molecular cluster, C3H8N overall.

Geometry as XYZ:
```
12
Properties=species:S:1:pos:R:3
C -0.95 -0.75 -0.30
C 0.09 0.26 -0.44
C 1.44 0.10 0.09
N -1.04 0.60 0.36
H -1.65 -0.96 -0.98
H -0.73 -1.85 0.67
H 0.00 0.78 -1.42
H 1.48 -0.30 1.06
H 2.09 0.92 0.09
H 1.94 -0.71 -0.57
H -1.75 1.28 0.07
H -0.93 0.63 1.37
```

**Multiplicity**: 1
**Charge**: +1
**Energy above the lowest of the compared OMol25 structures with the same formula, charge and spin**: 199.3 kJ/mol
**HOMO-LUMO gap**: 13.51 eV
**Highest occupied orbital energy**: -17.1 eV


No. 2
Density functional theory data (the ωB97M-V functional and the def2-TZVPD basis) for a 2-piece molecular cluster, C4H8O2 overall.

Geometry as XYZ:
```
14
Properties=species:S:1:pos:R:3
O 0.34 2.19 2.13
C -0.58 1.24 -0.41
C -0.35 -0.04 -0.16
C -0.87 -1.41 -0.12
C 0.62 -1.10 -0.39
O 1.17 -1.14 -1.66
H 1.04 2.40 1.50
H 0.24 1.88 -0.72
H -1.57 1.67 -0.36
H -0.05 1.38 1.77
H -1.50 -1.71 -0.94
H -1.08 -1.89 0.83
H 1.28 -1.40 0.43
H 1.31 -2.06 -1.91
```

**Multiplicity**: 1
**Energy above the lowest of the compared OMol25 structures with the same formula, charge and spin**: 293.9 kJ/mol
**HOMO-LUMO gap**: 10.65 eV
**Highest occupied orbital energy**: -9.9 eV
**SMILES**: C=C1C[C@H]1O.O